Entry 1:
41
Properties=species:S:1:pos:R:3:nbo_charge:R:1 method="wB97M-V/def2-TZVPD" charge=0 gap_ev=9.389 lumo_ev=0.7 smiles="Cc1cccc(CC(=O)NCCN2CCOCC2)c1" spin_multiplicity=1 homo_energy_ev=-8.7 relative_energy_ev=0.573
C 0.612 -2.415 -2.762 -0.631
C 1.320 -1.406 -1.909 -0.013
C 1.794 -0.225 -2.469 -0.225
C 2.428 0.719 -1.681 -0.195
C 2.592 0.498 -0.325 -0.223
C 2.133 -0.679 0.252 -0.006
C 2.289 -0.903 1.730 -0.516
C 1.091 -0.279 2.441 0.703
O 1.146 0.781 3.027 -0.633
N -0.026 -1.037 2.374 -0.612
C -1.314 -0.547 2.801 -0.237
C -2.239 -0.290 1.607 -0.218
N -1.581 0.475 0.566 -0.447
C -2.339 0.458 -0.673 -0.247
C -1.552 1.194 -1.756 -0.069
O -1.294 2.526 -1.386 -0.526
C -0.570 2.559 -0.177 -0.076
C -1.319 1.854 0.952 -0.270
C 1.499 -1.618 -0.550 -0.183
H 0.537 -3.374 -2.254 0.213
H 1.135 -2.558 -3.705 0.221
H -0.397 -2.068 -2.990 0.219
H 1.666 -0.047 -3.527 0.212
H 2.790 1.634 -2.126 0.217
H 3.078 1.239 0.292 0.220
H 3.190 -0.412 2.096 0.242
H 2.336 -1.969 1.959 0.222
H -0.037 -1.812 1.730 0.390
H -1.130 0.367 3.368 0.233
H -1.786 -1.281 3.465 0.199
H -3.161 0.201 1.970 0.175
H -2.522 -1.253 1.169 0.188
H -3.325 0.942 -0.550 0.166
H -2.494 -0.580 -0.980 0.197
H -0.603 0.666 -1.929 0.173
H -2.125 1.237 -2.685 0.188
H 0.405 2.071 -0.314 0.177
H -0.422 3.613 0.063 0.193
H -2.262 2.392 1.160 0.164
H -0.693 1.871 1.843 0.231
H 1.152 -2.548 -0.117 0.188

---

Entry 2:
69
Properties=species:S:1:pos:R:3:mulliken_spin:R:1 method="wB97M-V/def2-TZVPD" charge=0 gap_ev="6.723 / 6.620" lumo_ev="-0.2 / -0.4" spin_multiplicity=2 homo_energy_ev="-7.0 / -7.0"
Ru -0.091 -0.369 -0.019 0.846
C -2.734 3.083 -1.173 0.008
C -1.525 2.384 -0.599 0.016
N -1.620 1.039 -0.410 0.005
N -2.830 0.546 -0.554 -0.003
C -3.048 -0.722 -0.652 -0.009
S -1.741 -1.905 -0.704 0.003
S -4.694 -1.275 -0.798 -0.001
C -5.212 -0.248 -2.259 -0.002
C -4.451 -0.714 -3.446 0.001
C -4.920 -1.792 -4.188 0.000
C -4.199 -2.280 -5.261 0.000
C -2.992 -1.696 -5.605 -0.001
C -2.506 -0.636 -4.861 0.002
C -3.228 -0.146 -3.788 0.000
C -0.380 3.154 -0.280 -0.030
C -0.394 4.554 -0.482 -0.002
C 0.687 5.357 -0.204 -0.001
C 1.859 4.805 0.307 0.001
C 1.914 3.453 0.564 0.010
C 0.824 2.596 0.309 0.011
O 0.934 1.360 0.632 0.027
H -3.438 2.346 -1.544 -0.001
H -2.458 3.747 -1.991 0.000
H -3.240 3.668 -0.404 0.001
H -5.020 0.791 -1.999 0.000
H -6.282 -0.419 -2.356 0.000
H -5.859 -2.250 -3.915 0.000
H -4.582 -3.112 -5.832 0.000
H -2.432 -2.066 -6.451 0.000
H -1.567 -0.174 -5.133 0.000
H -2.843 0.687 -3.219 -0.001
H -1.286 5.023 -0.864 -0.001
H 0.616 6.420 -0.388 0.000
H 2.714 5.432 0.504 0.000
H 2.805 3.000 0.975 0.001
S 0.813 -1.639 4.489 0.001
C 0.082 -0.073 4.696 0.001
C -0.038 0.678 5.853 -0.001
C -0.633 1.922 5.762 0.002
C -1.097 2.403 4.540 -0.001
C -1.000 1.650 3.390 0.001
C -0.400 0.395 3.454 -0.005
N -0.187 -0.462 2.419 0.002
C 0.458 -1.537 2.771 0.010
C 0.908 -2.513 1.819 0.040
C 1.421 -3.749 2.225 -0.010
C 1.833 -4.669 1.286 0.016
C 1.758 -4.358 -0.065 -0.010
C 1.264 -3.125 -0.468 0.058
C 0.838 -2.178 0.454 -0.059
H 0.329 0.296 6.791 0.000
H -0.730 2.528 6.649 0.000
H -1.547 3.384 4.500 0.000
H -1.363 2.018 2.442 0.000
H 1.472 -3.975 3.282 0.000
H 2.200 -5.635 1.600 0.001
H 2.072 -5.083 -0.805 0.000
H 1.198 -2.912 -1.530 0.006
N 0.448 -0.069 -2.674 0.005
N 1.733 -0.149 -3.218 0.003
C 2.849 -0.090 -2.444 -0.012
N 4.026 0.036 -3.102 0.005
S 2.839 -0.153 -0.791 0.071
H -0.158 -0.805 -3.043 -0.004
H 0.020 0.845 -2.832 -0.001
H 1.843 0.030 -4.214 -0.001
H 4.116 -0.154 -4.086 0.000
H 4.852 -0.066 -2.535 0.000

---

Entry 3:
24
Properties=species:S:1:pos:R:3:nbo_charge:R:1 method="wB97M-V/def2-TZVPD" charge=0 gap_ev=10.339 lumo_ev=-0.4 smiles=O.O.O.O.O.O.O.O spin_multiplicity=1 homo_energy_ev=-10.7 relative_energy_ev=2.779
O 1.182 1.031 1.999 -0.933
H 1.933 1.239 1.449 0.491
H 1.489 0.257 2.442 0.480
O 1.499 -1.636 0.275 -0.951
H 1.770 -1.140 1.075 0.454
H 1.050 -2.455 0.488 0.496
O -1.462 -1.558 1.771 -0.960
H -1.303 -0.746 2.241 0.455
H -1.258 -1.380 0.830 0.502
O 0.196 2.281 4.251 -0.936
H 0.550 2.080 3.405 0.472
H -0.477 1.614 4.268 0.453
O 0.866 0.857 -2.469 -0.963
H 1.476 0.215 -2.086 0.502
H 1.333 1.392 -3.092 0.490
O -0.495 0.733 -0.100 -1.030
H -0.028 0.967 -0.904 0.497
H -0.008 0.801 0.751 0.494
O -0.704 -0.765 -4.190 -0.921
H -0.243 -0.529 -4.988 0.444
H -0.232 -0.185 -3.652 0.466
O -2.154 -1.314 -1.388 -0.949
H -3.104 -1.297 -1.245 0.466
H -1.866 -0.460 -1.122 0.482

---

Entry 4:
79
Properties=species:S:1:pos:R:3:mulliken_charge:R:1 method="wB97M-V/def2-TZVPD" charge=+1 gap_ev=7.472 lumo_ev=-2.6 spin_multiplicity=1 homo_energy_ev=-10.1 relative_energy_ev=0.563
Y -0.725 1.067 -1.227 0.091
C -1.279 0.496 3.054 -1.394
As -0.280 1.498 1.721 1.463
C -0.611 3.312 2.329 -1.463
C 1.554 1.282 2.390 -1.685
C 2.520 0.281 1.733 3.202
C 1.832 -1.023 1.340 -1.253
C 3.213 0.913 0.508 -2.306
As 2.269 1.078 -1.208 1.349
C 3.052 -0.417 -2.176 -1.380
C 3.223 2.584 -1.970 -1.357
C 3.658 0.020 2.746 -2.135
As 3.509 -0.961 4.474 0.306
C 3.214 -2.776 3.788 -1.077
C 1.686 -0.656 5.147 -0.888
H -0.959 0.811 4.047 0.518
H -1.112 -0.572 2.928 0.244
H -2.344 0.697 2.939 0.487
H -0.370 3.387 3.389 0.502
H -1.658 3.566 2.171 0.439
H 0.001 3.999 1.750 0.344
H 1.421 1.020 3.439 0.288
H 1.994 2.283 2.376 0.443
H 1.103 -0.888 0.532 -0.227
H 1.293 -1.469 2.176 0.039
H 2.560 -1.760 0.992 0.541
H 4.101 0.328 0.258 0.674
H 3.563 1.918 0.758 0.491
H 4.138 -0.373 -2.097 0.504
H 2.768 -0.380 -3.227 0.411
H 2.685 -1.349 -1.748 0.325
H 4.296 2.418 -1.889 0.444
H 2.937 3.487 -1.435 0.341
H 2.951 2.702 -3.017 0.440
H 4.110 0.981 3.011 0.454
H 4.449 -0.546 2.242 0.586
H 4.038 -3.040 3.125 0.320
H 2.271 -2.893 3.258 0.284
H 3.232 -3.461 4.635 0.403
H 1.593 0.348 5.560 0.314
H 1.557 -1.360 5.970 0.479
H 0.897 -0.834 4.418 0.029
N -2.471 1.314 -5.356 -0.085
C -1.206 1.238 -5.895 -0.790
C -0.365 1.084 -4.841 -0.608
N -1.088 1.065 -3.673 0.445
C -2.353 1.205 -4.018 0.001
C -3.411 1.267 -3.022 0.119
N -3.137 1.296 -1.733 0.222
C -4.346 1.362 -1.084 -0.541
C -5.352 1.372 -1.997 -0.739
N -4.742 1.311 -3.228 -0.116
H -3.315 1.457 -5.884 0.173
H -1.035 1.300 -6.954 0.421
H 0.707 0.990 -4.852 0.448
H -4.418 1.401 -0.012 0.478
H -6.421 1.416 -1.893 0.425
H -5.224 1.276 -4.110 0.178
F -1.664 4.473 -0.730 -0.272
C -0.819 3.533 -1.217 0.268
F 0.444 3.924 -0.717 -0.252
F -0.704 3.844 -2.577 -0.297
C -2.957 -3.867 1.515 -0.579
C -3.130 -2.468 1.578 -0.942
C -2.491 -1.663 0.677 -0.303
C -1.647 -2.185 -0.337 0.653
C -0.980 -1.308 -1.257 1.503
C -0.217 -1.927 -2.228 -0.787
C -0.062 -3.334 -2.319 -1.433
C -0.681 -4.147 -1.418 -0.906
C -1.498 -3.593 -0.398 1.016
C -2.162 -4.413 0.548 -0.912
H -3.460 -4.504 2.231 0.406
H -3.771 -2.039 2.339 0.414
H -2.637 -0.586 0.723 0.207
H 0.310 -1.338 -2.981 0.361
H 0.548 -3.763 -3.106 0.416
H -0.566 -5.223 -1.472 0.405
H -2.030 -5.487 0.489 0.412

---

Entry 5:
89
Properties=species:S:1:pos:R:3:mulliken_charge:R:1 method="wB97M-V/def2-TZVPD" charge=+2 gap_ev=8.483 lumo_ev=-5.0 spin_multiplicity=1 homo_energy_ev=-13.4
Lu 9.872 -17.745 1.506 2.103
F 11.409 -18.709 5.732 -0.218
C 12.448 -18.774 4.904 0.417
F 12.497 -20.064 4.441 -0.267
F 13.598 -18.607 5.604 -0.244
C 12.323 -17.753 3.760 0.654
O 11.165 -18.005 3.071 -0.562
C 13.528 -17.938 2.756 0.396
F 14.744 -17.650 3.230 -0.221
F 13.295 -17.113 1.715 -0.232
F 13.561 -19.187 2.285 -0.214
C 12.265 -16.302 4.305 0.452
F 11.707 -15.480 3.391 -0.109
F 13.481 -15.835 4.579 -0.240
F 11.473 -16.207 5.382 -0.260
N 7.940 -17.030 3.599 -0.245
C 8.352 -15.739 3.263 -0.153
N 8.977 -15.679 2.127 0.539
C 9.296 -14.352 1.810 -0.784
C 9.882 -13.959 0.619 -0.438
C 10.098 -12.598 0.388 -0.999
C 9.730 -11.666 1.384 -0.620
C 9.092 -12.064 2.547 -0.552
C 8.906 -13.423 2.772 1.115
S 8.154 -14.231 4.096 -0.275
H 6.922 -17.139 3.432 0.254
H 8.096 -17.272 4.574 0.289
H 10.181 -14.715 -0.084 0.552
H 10.547 -12.266 -0.529 0.503
H 9.894 -10.598 1.259 0.421
H 8.797 -11.370 3.313 0.478
C 9.953 -23.031 3.363 -0.800
N 10.728 -22.649 2.064 -0.078
C 9.918 -23.246 0.818 -0.729
N 8.581 -22.792 0.835 0.242
C 7.941 -23.159 2.077 -1.092
N 8.614 -22.596 3.259 0.219
C 8.473 -21.128 3.276 -1.516
P 9.259 -20.376 1.833 2.019
C 10.922 -21.163 1.885 -0.935
C 8.460 -21.373 0.507 -1.275
H 10.472 -22.546 4.156 0.472
H 9.999 -24.102 3.473 0.343
H 11.630 -23.180 2.091 0.417
H 9.941 -24.324 0.972 0.359
H 10.466 -22.883 -0.050 0.400
H 7.963 -24.227 2.175 0.344
H 6.931 -22.816 2.067 0.412
H 8.876 -20.748 4.209 0.422
H 7.415 -20.924 3.233 0.509
H 11.537 -20.754 2.695 0.340
H 11.476 -20.975 0.988 0.443
H 8.838 -21.133 -0.475 0.415
H 7.399 -21.100 0.415 0.385
O 10.760 -16.861 -0.525 -0.575
C 11.038 -18.006 -0.925 -0.265
O 10.767 -19.022 -0.180 -0.562
H 11.539 -18.202 -1.870 0.562
C 4.763 -17.132 1.250 -1.005
C 4.942 -17.570 -0.188 0.202
C 3.955 -16.883 -1.094 -1.516
Sb 7.084 -17.485 -0.798 0.060
C 6.843 -18.553 -2.722 0.298
C 5.866 -19.706 -2.592 -1.487
C 8.220 -19.033 -3.199 -1.215
C 7.375 -15.407 -1.544 0.794
C 6.865 -15.150 -2.952 -1.526
C 6.730 -14.486 -0.516 -1.110
H 3.743 -17.283 1.660 0.459
H 5.051 -16.104 1.405 0.322
H 5.425 -17.716 1.922 -0.085
H 4.755 -18.655 -0.219 0.520
H 3.986 -15.816 -1.004 0.346
H 2.930 -17.190 -0.864 0.449
H 4.148 -17.114 -2.159 0.281
H 6.370 -17.804 -3.369 0.474
H 6.290 -20.413 -1.915 0.221
H 5.725 -20.161 -3.577 0.476
H 4.885 -19.376 -2.222 0.318
H 8.784 -19.628 -2.463 -0.009
H 8.827 -18.188 -3.475 0.372
H 8.071 -19.678 -4.063 0.468
H 8.467 -15.298 -1.544 0.146
H 5.757 -15.147 -3.020 0.284
H 7.243 -15.868 -3.662 0.361
H 7.114 -14.157 -3.265 0.480
H 5.662 -14.472 -0.655 0.330
H 7.052 -13.405 -0.600 0.334
H 6.852 -14.804 0.515 -0.054

---

Entry 6:
7
Properties=species:S:1:pos:R:3:nbo_charge:R:1 method="wB97M-V/def2-TZVPD" charge=0 gap_ev=11.551 lumo_ev=0.7 smiles=c1nnn[nH]1 spin_multiplicity=1 homo_energy_ev=-10.9 relative_energy_ev=2.004
C 0.646 -0.478 0.013 0.125
N -0.386 -1.311 0.045 -0.304
N -1.551 -0.493 -0.050 -0.050
N -1.152 0.716 0.016 -0.060
N 0.164 0.732 -0.061 -0.364
H 1.664 -0.786 -0.199 0.229
H 0.614 1.620 0.236 0.425